[1]
This record from the Open Molecules 2025 dataset describes 11 unconnected molecules or ions with the total composition C36H60Br6O24 at a distorted geometry. The level of theory is ωB97M-V/def2-TZVPD.

XYZ file:
```
126
C36H60Br6O24 | the Open Molecules 2025 dataset | ωB97M-V/def2-TZVPD
O 4.62747 -4.23742 -3.92371
C -3.94689 2.41856 -0.69654
H -5.15546 1.36623 0.65251
H 3.27318 -2.56380 0.26510
H -3.31031 -1.11542 0.16661
C 4.57751 -4.39047 -5.31672
H 0.90108 5.49781 -1.31217
C -3.13111 2.90869 0.55553
H 6.36180 -0.10212 -3.51311
H 0.86217 2.71157 -2.01033
H 6.39584 -1.68390 -4.13364
C 4.02481 0.31198 0.72670
Br 8.28099 -0.45341 -5.30578
O -4.77664 3.40265 -1.19800
H 1.88321 1.14186 3.35998
H 2.11429 3.47573 2.18883
O -6.04076 1.74820 -0.94754
H 0.05110 1.14410 -7.39657
C 3.94821 -1.88195 0.78231
H -0.15898 -3.56395 1.65076
H 0.03769 -0.08224 -4.59640
C -7.53422 -1.53084 2.36489
H -3.83419 3.26887 1.30657
O 0.31831 -2.75642 4.26119
H 1.80019 2.15411 -0.59314
Br 3.55122 -0.60768 -4.36677
C -4.11960 1.75153 5.36985
O -1.33821 -1.83738 0.21123
H -2.64729 0.83697 4.00036
H 5.12351 0.79167 -5.62594
C -0.80354 -0.98278 -0.72736
C -6.79726 -1.17307 4.86513
H -8.57345 -1.28469 2.58285
O 3.38343 4.37340 -0.54018
O 4.83716 -0.04412 -0.26439
O -5.06943 3.74145 4.95950
H -1.29836 0.43339 -5.74191
C 2.39433 -4.24675 -6.64726
H 4.45816 -2.56011 1.46652
C 1.43847 3.30946 3.02772
H 0.65991 1.69515 4.41411
H 2.81229 -4.41434 -7.63989
Br 0.81556 -1.17480 -7.64219
O 3.54144 -0.73728 1.31124
H 4.70398 -2.03315 -1.18093
H 4.68790 -3.47431 -5.89686
H 1.23988 -4.31260 0.88510
C -4.86464 1.33181 -0.39741
H -2.31427 3.57280 0.27299
H 1.29142 0.13112 -1.77099
O -5.07673 1.70552 4.36078
C -4.66888 -1.80909 4.22795
C 6.46411 -1.82291 -0.00497
H 1.24513 -1.11975 -2.93574
O -6.83551 3.69747 -1.96524
C -6.00325 3.00232 -1.37878
H 5.33939 -4.98970 -5.81529
C -6.48910 -0.89671 3.35152
C -3.99703 3.16174 5.62918
O -1.33877 0.06796 -1.06706
Br -0.23282 4.42362 2.69940
C -0.25691 0.54280 -5.43940
O -6.33565 3.03804 3.19009
H 0.96301 -4.82774 2.49033
C -0.16505 -2.12890 5.45145
H -3.21542 2.25084 -1.48706
O 0.36770 -1.52211 -1.07071
H 2.40288 -1.27138 -1.63700
H -4.47291 1.26084 6.27677
H -2.75474 1.98868 1.00278
H 2.97500 3.59889 -2.35434
H 1.64375 1.12178 -6.57407
H -2.31082 -0.63533 1.60196
C 0.69061 0.60723 -6.69593
H -7.65899 -1.83848 4.91776
C 1.36437 -2.22577 3.54061
H -3.05172 3.62397 5.34487
H -4.53188 0.37637 -0.80300
H -6.57259 0.15253 3.06825
H -4.20358 3.29586 6.69100
O 4.88410 6.13441 -0.23902
O 2.94519 6.23434 -1.42099
O 2.48348 -4.52626 -4.20215
H 1.32698 -4.46778 -6.64394
O -5.57135 -1.81784 5.19597
H -1.89960 1.44592 5.43884
H 2.07449 3.87714 3.70693
H -0.82859 -2.82226 5.96824
H -7.09895 -0.23934 5.33970
H 6.77896 -1.37401 0.93708
H -3.13527 -2.22481 1.45617
C 1.00861 1.79186 3.38593
H -7.36134 -1.32340 1.30887
Br -0.16500 2.41860 -4.75567
C 4.97508 -1.47366 -0.28563
C 0.83752 -3.96469 1.83650
O -5.17335 -1.19749 3.20249
H -0.69722 -1.20959 5.20698
H 5.26770 -0.89070 -6.26930
H 1.70085 5.51584 -2.89161
C -2.81707 0.99054 5.06605
H 7.03693 -1.36042 -0.80876
C -2.59736 -1.43982 0.92461
H 0.57525 3.50369 -0.51310
C 3.48053 -4.30269 -3.32112
H 2.38813 -3.16993 -6.47836
H 0.71107 -1.98525 6.08381
C 1.36162 3.01867 -1.09144
H 3.19539 -5.89969 -5.43291
H 6.56547 -2.90817 -0.01101
H -7.26114 -2.58526 2.32343
C 5.21438 -0.26581 -5.37779
C 2.44395 4.02857 -1.50495
O 3.33738 -3.99911 -2.15017
C 1.85407 5.36188 -1.82347
O 2.11226 -1.33698 3.95332
H -2.84758 -0.01389 5.48827
C 3.12636 -4.81200 -5.41698
O 1.67082 -2.97329 2.41512
Br -0.19070 1.09880 2.03013
O -3.55300 -2.20225 4.39510
O 3.77799 1.42578 1.07743
C -5.53068 2.85160 4.06078
C 1.38728 -0.95027 -1.86842
C 6.38022 -0.64367 -4.45888
C 3.86110 5.57940 -0.71354
```

The value obtained for the total energy is -507696.876 eV. Its structure (SMILES) is C[C@H]1COC(=O)O1.C[C@H]1COC(=O)O1.C[C@H]1COC(=O)O1.C[C@H]1COC(=O)O1.C[C@H]1COC(=O)O1.C[C@H]1COC(=O)O1.COC(=O)OC.COC(=O)OC.BrCCBr.BrCCBr.BrCCBr. The LUMO energy comes out at -0.1 eV. As for the HOMO-LUMO gap: 9.690 eV. The charge is 0. The value obtained for the HOMO energy is -9.8 eV.


[2]
This record from the Open Molecules 2025 dataset describes a single C3H5BrN2O molecule at a distorted geometry. The level of theory is ωB97M-V/def2-TZVPD.

XYZ file:
```
12
C3H5BrN2O | the Open Molecules 2025 dataset | ωB97M-V/def2-TZVPD
N 0.90235 0.85859 -0.46438
O -0.75044 -2.18022 0.07293
H 0.85331 -0.82855 -1.84920
C -0.93312 0.09099 0.69869
C 0.91610 -0.56469 -0.70166
H 1.82497 1.09203 -0.14151
N -0.05258 1.13983 0.61696
H -1.08332 -0.07064 1.74623
C -0.36084 -1.07393 -0.04380
Br -2.70340 0.47701 -0.11149
H 1.78308 -1.04823 -0.24829
H -0.39611 2.10780 0.42553
```

The value obtained for the total energy is -78260.458 eV. As for the energy above the lowest of the compared OMol25 structures with the same formula, charge and spin: 69.3 kJ/mol. Its structure (SMILES) is O=C1CNN[C@H]1Br. The LUMO energy comes out at 0.2 eV. As for the HOMO-LUMO gap: 9.026 eV. The charge is 0. The value obtained for the HOMO energy is -8.8 eV.


[3]
This record from the Open Molecules 2025 dataset describes 2 unconnected molecules or ions with the total composition C5H4N2 at a distorted geometry. The level of theory is ωB97M-V/def2-TZVPD.

XYZ file:
```
11
C5H4N2 | the Open Molecules 2025 dataset | ωB97M-V/def2-TZVPD
H -1.09192 0.52873 1.83253
C -0.10682 0.29244 1.44032
C 0.17924 -0.37351 0.18826
H -1.33143 1.30116 -1.29817
C 1.61259 -0.24783 0.09105
C -0.70973 -0.57204 -0.76022
C -1.60738 -0.35332 -1.63922
H -2.24442 -1.06929 -2.22419
H 2.23214 -0.58798 -0.73087
N 0.99069 0.72819 1.96371
N 2.07705 0.35344 1.13680
```

The value obtained for the total energy is -8223.433 eV. As for the energy above the lowest of the compared OMol25 structures with the same formula, charge and spin: 584.7 kJ/mol. The LUMO energy comes out at -1.7 eV. As for the HOMO-LUMO gap: 8.127 eV. The charge is 0. The value obtained for the HOMO energy is -9.8 eV.


[4]
This record from the Open Molecules 2025 dataset describes a single C8H14N2O2S molecule at a distorted geometry. The level of theory is ωB97M-V/def2-TZVPD.

XYZ file:
```
27
C8H14N2O2S | the Open Molecules 2025 dataset | ωB97M-V/def2-TZVPD
C 0.55519 -1.35626 -1.20546
H -1.07726 -3.39587 -0.19174
H 0.27331 -1.00754 -2.15770
C 0.34158 1.36123 -0.05092
C -0.68314 -1.34348 -0.29459
H -2.48713 -2.01500 -1.26974
S -0.33099 -0.01681 0.94240
H -0.23063 -2.87546 1.29701
O 0.75091 -0.51229 1.77805
H 3.57510 1.43556 0.29563
H 2.55504 0.99232 1.67291
H -2.07499 -0.45464 -1.88042
C 2.76674 1.86850 0.91739
C -2.04486 -1.06277 -0.98293
H -1.34096 1.91243 -1.18265
H -1.85479 -2.45296 1.05855
C -0.42506 2.23510 -0.86325
C 1.52513 2.07231 0.17851
O 1.41823 3.25086 -0.41433
H -1.63023 0.65381 2.55740
H 3.10298 2.84731 1.29811
N 0.22560 3.35643 -1.11609
H 1.10665 -2.34202 -1.23422
H -2.90439 -0.58296 -0.40971
N -1.54177 0.62581 1.55835
H 1.28960 -0.60209 -0.82965
C -0.85987 -2.59151 0.52908
```

As for the expectation value of S²: 2.026. The value obtained for the total energy is -26425.151 eV. As for the energy above the lowest of the compared OMol25 structures with the same formula, charge and spin: 289.1 kJ/mol. The LUMO energy (spin up / spin down) comes out at 0.6 / -2.7 eV. The spin multiplicity is 3. As for the HOMO-LUMO gap (spin up / spin down): 5.825 / 6.987 eV. The charge is 0. The value obtained for the HOMO energy (spin up / spin down) is -5.2 / -9.7 eV.